Molecular formula: C4H5PS2
Method: DFT, the ωB97M-V functional and the def2-TZVPD basis

```
12
C4H5PS2 (the ωB97M-V functional and the def2-TZVPD basis)
H -3.33809 -0.72687 0.38112
P -3.25623 0.64806 -0.08766
C -1.58762 0.63674 -0.17652
C -0.79528 -0.49518 -0.06322
C 0.57048 -0.68381 -0.01469
C 1.63533 0.25662 -0.11680
S 1.43599 1.90254 -0.07387
S 3.12189 -0.50023 -0.11017
H -1.21136 1.60360 -0.55914
H -1.23167 -1.41080 0.27746
H 0.85351 -1.74088 0.42685
H 3.80303 0.51022 0.11665
```

Values from the calculation:
Spin multiplicity: 1
Charge: 0
SMILES string: [H]/P=C\C=C/C(=S)S
HOMO level in eV: -8.593
Gap between HOMO and LUMO in eV: 6.9

---

Molecular formula: C4H6AgClF3O2
Method: DFT, the ωB97M-V functional and the def2-TZVPD basis

```
17
C4H6AgClF3O2 (the ωB97M-V functional and the def2-TZVPD basis)
Ag -0.63742 -3.24131 -1.10021
C -1.53208 0.13941 0.26305
O -0.34068 0.79662 -0.23929
O -1.65379 -1.19282 -0.21613
C -1.59778 0.58959 1.78335
F -1.44873 -0.41101 2.64478
F -0.83243 1.55890 2.25370
F -2.87030 1.03717 2.06021
C 0.92132 0.23797 -0.06296
C 1.81274 0.88054 -1.16936
H 1.71214 1.96457 -1.22274
H 2.85507 0.57695 -1.07195
H 1.58188 0.42727 -2.13339
H 1.00381 -0.83722 -0.22193
H 1.44019 0.54723 0.84437
H -2.27454 0.72462 -0.27951
Cl 1.86059 -3.79846 -2.13191
```

Values from the calculation:
Spin multiplicity: 2
Charge: -2
HOMO level (spin up / spin down) in eV: 2.414 / -1.337
Gap between HOMO and LUMO (spin up / spin down) in eV: 3.4 / 7.2

---

Molecular formula: C4H6B3F12N2Ni
Method: DFT, the ωB97M-V functional and the def2-TZVPD basis

```
28
C4H6B3F12N2Ni (the ωB97M-V functional and the def2-TZVPD basis)
Ni 8.10109 -6.32299 -9.86990
B 10.32076 -5.88886 -7.84413
F 9.28734 -5.31083 -8.52488
F 9.70473 -6.69789 -6.87845
F 11.16310 -6.59343 -8.63183
F 11.08190 -5.02560 -7.16489
B 8.90756 -7.08660 -12.18020
F 7.59757 -7.05336 -11.79180
F 9.22007 -6.20429 -13.20266
F 9.54383 -6.61971 -11.06298
F 9.38473 -8.28548 -12.44695
B 5.83526 -6.58552 -8.62008
F 7.06410 -6.32812 -8.13545
F 5.10531 -5.39481 -8.70325
F 6.12958 -6.95148 -9.91943
F 5.20994 -7.57557 -7.92184
C 8.61185 -10.66745 -10.75629
C 8.45508 -9.44769 -10.03768
N 8.26563 -8.43656 -9.43593
H 9.54229 -10.58925 -11.31869
H 7.74972 -10.72720 -11.42056
H 8.74029 -11.47971 -10.04085
C 6.78195 -1.84307 -10.74364
C 7.16591 -3.29233 -10.60220
N 7.48941 -4.39638 -10.51046
H 5.69418 -1.87572 -10.68214
H 7.01661 -1.36329 -11.69382
H 7.24255 -1.24778 -9.95524
```

Values from the calculation:
Spin multiplicity: 3
Charge: -1
HOMO level in eV: -8.004
Gap between HOMO and LUMO in eV: 10.5